(1)
The following is a DFT calculation (ωB97M-V with the def2-TZVPD basis set) of a structure of composition C18H10ClF7NO3RuTe.

Lowest unoccupied orbital energy (spin up / spin down) = -3.4 / -6.4 eV
HOMO energy (spin up / spin down) = -12.12 / -12.16 eV
Molecular weight = 685.4 g mol⁻¹
HOMO-LUMO gap (spin up / spin down) = 8.6789 / 5.7691 eV
Energy relative to the best compared isomer or geometry (same formula, charge and spin) = 0.00 kcal/mol

Geometry as ORCA input:
```
! RIJCOSX wB97M-V def2-TZVPD def2/J DEFGRID3
* xyz 1 5
Ru 0.538 -0.387 -0.225
F 5.088 -1.415 -2.792
C 4.486 -0.940 -1.703
C 3.100 -0.949 -1.653
C 2.497 -0.456 -0.509
C 3.248 0.034 0.579
C 4.630 0.021 0.454
F 5.397 0.492 1.446
C 5.271 -0.461 -0.673
C 2.482 0.492 1.742
C 2.980 0.936 2.957
C 2.096 1.293 3.962
C 0.727 1.208 3.749
C 0.287 0.774 2.520
N 1.138 0.431 1.544
H 2.542 -1.355 -2.483
H 6.349 -0.463 -0.739
H 4.044 0.994 3.110
H 2.479 1.637 4.914
H 0.013 1.468 4.516
H -0.767 0.688 2.289
Cl -6.137 0.845 -3.024
C -4.625 1.014 -2.278
C -4.500 1.869 -1.158
C -3.299 2.007 -0.538
C -2.157 1.254 -0.984
O -1.074 1.253 -0.348
C -2.334 0.441 -2.173
C -0.843 -1.435 -2.578
O 0.152 -1.753 -1.972
C -3.524 0.310 -2.808
H -5.377 2.397 -0.811
H -3.172 2.649 0.323
H -1.461 -2.110 -3.166
H -3.645 -0.305 -3.688
F -2.621 -2.239 -1.127
Te -2.620 -1.673 0.770
F -0.337 -2.025 0.696
F -2.781 -1.376 2.675
F -2.642 -3.455 1.168
F -4.479 -1.589 0.612
O -1.152 -0.119 -2.596
*
```

(2)
The following is a DFT calculation (ωB97M-V with the def2-TZVPD basis set) of a structure of composition C18H10Co2N2O6.

Lowest unoccupied orbital energy = -1.3 eV
HOMO energy = -8.30 eV
Molecular weight = 468.2 g mol⁻¹
HOMO-LUMO gap = 7.0471 eV
Energy relative to the best compared isomer or geometry (same formula, charge and spin) = 0.00 kcal/mol

Geometry as ORCA input:
```
! RIJCOSX wB97M-V def2-TZVPD def2/J DEFGRID3
* xyz 0 1
O 0.474 3.687 -0.173
C 0.906 2.618 -0.312
Co 1.468 0.924 -0.556
C 0.694 0.582 -2.090
O 0.202 0.491 -3.138
C 3.013 1.219 -1.541
O 3.829 1.622 -2.259
C 1.893 -0.228 0.759
C 0.568 -0.073 0.623
C -0.741 -0.196 1.198
C -1.794 -0.279 0.053
C -3.122 0.140 0.146
C -4.085 -0.288 -0.789
C -3.734 -1.089 -1.879
C -2.405 -1.501 -1.983
C -1.453 -1.110 -1.020
Co 2.757 -1.308 -0.662
C 4.356 -1.151 -1.343
O 5.416 -1.123 -1.795
C 1.906 -1.756 -2.136
O 1.444 -2.156 -3.121
C 3.005 -2.880 0.079
O 3.212 -3.929 0.525
H 2.460 -0.024 1.679
H -0.897 -1.141 1.780
H -3.387 0.780 0.980
H -5.109 0.029 -0.649
H -4.502 -1.441 -2.577
H -2.130 -2.158 -2.810
H -0.449 -1.546 -1.112
N -0.897 2.828 3.133
C 0.007 2.057 3.839
C 0.094 0.812 3.240
N -0.830 0.814 2.196
C -1.343 2.085 2.126
H 0.533 2.424 4.715
H 0.725 -0.010 3.523
H -2.081 2.275 1.351
*
```

(3)
The following is a DFT calculation (ωB97M-V with the def2-TZVPD basis set) of a structure of composition C18H10F5N3OPtSe.

Lowest unoccupied orbital energy = -0.3 eV
HOMO energy = -7.49 eV
Molecular weight = 653.3 g mol⁻¹
HOMO-LUMO gap = 7.1460 eV

Geometry as ORCA input:
```
! RIJCOSX wB97M-V def2-TZVPD def2/J DEFGRID3
* xyz 0 1
Pt 0.208 -0.551 -0.404
O -2.285 -2.141 -3.261
C -1.638 -1.845 -2.262
N -1.096 -0.671 -1.953
C -1.195 0.425 -2.878
C 0.005 1.301 -2.722
C 0.303 2.326 -3.609
C 1.430 3.096 -3.403
C 2.240 2.839 -2.304
C 1.878 1.822 -1.448
N 0.789 1.072 -1.660
C -1.401 -2.849 -1.165
C -2.153 -4.003 -1.073
C -1.890 -4.891 -0.045
C -0.870 -4.606 0.852
C -0.160 -3.430 0.701
N -0.427 -2.574 -0.288
H -2.085 1.035 -2.673
H -1.301 0.056 -3.901
H -0.346 2.503 -4.456
H 1.679 3.896 -4.088
H 3.138 3.411 -2.118
H 2.454 1.584 -0.563
H -2.918 -4.175 -1.817
H -2.470 -5.800 0.057
H -0.625 -5.284 1.657
H 0.646 -3.157 1.369
F -0.115 3.589 5.506
C 0.261 2.687 4.596
C -0.335 2.662 3.352
F -1.283 3.557 3.055
C 0.055 1.720 2.416
F -0.574 1.750 1.229
C 1.049 0.786 2.675
Se 1.696 -0.539 1.461
C 1.634 0.848 3.936
F 2.599 -0.024 4.254
C 1.256 1.774 4.888
F 1.849 1.801 6.085
*
```

(4)
The following is a DFT calculation (ωB97M-V with the def2-TZVPD basis set) of a structure of composition C18H11BrN4O4Rb.

Lowest unoccupied orbital energy = 2.3 eV
HOMO energy = -5.52 eV
Molecular weight = 512.7 g mol⁻¹
HOMO-LUMO gap = 7.8271 eV

Geometry as ORCA input:
```
! RIJCOSX wB97M-V def2-TZVPD def2/J DEFGRID3
* xyz -1 1
Rb 0.620 -0.761 -0.527
O 3.450 3.125 0.371
C 2.854 2.111 0.028
N 1.798 1.510 0.608
C 1.274 2.097 1.702
O 1.627 3.122 2.271
C 0.058 1.387 2.291
C -0.606 2.054 3.325
C -1.733 1.492 3.886
C -2.171 0.267 3.402
C -1.434 -0.333 2.393
N -0.351 0.204 1.850
C 3.382 1.418 -1.226
C 4.526 1.977 -1.802
C 5.083 1.396 -2.922
C 4.475 0.264 -3.447
C 3.333 -0.211 -2.821
N 2.796 0.344 -1.744
H -0.208 3.002 3.654
H -2.263 1.993 4.685
H -3.056 -0.208 3.801
H -1.732 -1.300 1.999
H 4.942 2.861 -1.342
H 5.971 1.813 -3.378
H 4.878 -0.234 -4.317
H 2.824 -1.091 -3.203
Br -2.729 1.306 -1.126
C -3.153 -0.551 -0.875
C -4.462 -0.935 -0.654
C -4.694 -2.299 -0.539
C -3.627 -3.173 -0.623
C -2.343 -2.662 -0.804
N -2.126 -1.359 -0.950
C -1.106 -3.625 -0.814
O -1.376 -4.799 -0.562
O -0.020 -3.090 -1.068
H -5.255 -0.207 -0.589
H -5.702 -2.659 -0.381
H -3.740 -4.244 -0.553
*
```

Max |F|: 0.0156; 0.0922; 0.0592; 0.0153 (hartree/bohr)
Electronic energy: -2494.31541; -4018.26797; -3951.54513; -3810.78716 (Eh)